Record 1
Here is a gas-phase ion, C8H10NO4S2 (charge +1) from the Open Molecules 2025 dataset. Energies are from ωB97M-V with the def2-TZVPD basis set.

Calculated values
LUMO level (alpha / beta) (eV): -7.75 / -7.52
ΔE to the lowest compared entry with this formula, charge and spin (kcal per mole): 85.46
Charge: +1
Frontier orbital gap (alpha / beta) (eV): 6.2 / 6.5
Highest occupied orbital energy (alpha / beta) (Eh): -0.5125 / -0.5135

Each line ends with the natural charge from an NBO analysis.
Element x y z (Å)
1 C -1.236 0.397 -0.458  -0.0331
2 C 0.988 -0.706 0.247  -0.0189
3 C -2.038 1.066 0.648  -0.0006
4 C 0.034 -0.084 -0.488  -0.3514
5 C 0.699 -1.591 1.272  -0.3101
6 C -1.328 -0.372 2.462  -0.2742
7 C -0.725 -1.675 1.795  -0.4799
8 C 1.609 2.480 -2.605  -0.2719
9 N -2.135 0.691 1.854  -0.2588
10 O 1.280 -3.531 2.865  -0.6884
11 O 1.286 -1.239 -2.485  -0.8941
12 O -0.363 0.458 -3.147  -0.8990
13 O 1.759 1.132 -2.192  -0.7268
14 S 1.913 -2.642 1.878  1.3766
15 S 0.627 0.025 -2.289  2.3921
16 H -1.626 0.456 -1.488  0.2735
17 H 1.897 -0.574 -0.211  0.2586
18 H -2.813 1.839 0.497  0.2466
19 H -1.980 -0.628 3.427  0.2488
20 H -0.630 0.264 2.858  0.2321
21 H -0.820 -2.297 2.583  0.2658
22 H -1.440 -1.766 1.007  0.2561
23 H 1.645 3.020 -1.636  0.2052
24 H 0.768 2.421 -3.258  0.2224
25 H 2.629 2.857 -3.137  0.2294

Record 2
Here is a single C8H10NO6 molecule from the Open Molecules 2025 dataset. Energies are from ωB97M-V with the def2-TZVPD basis set.

Calculated values
LUMO level (alpha / beta) (eV): -0.15 / -1.83
ΔE to the lowest compared entry with this formula, charge and spin (kcal per mole): 116.31
Frontier orbital gap (alpha / beta) (eV): 7.4 / 5.6
Multiplicity: 2
Highest occupied orbital energy (alpha / beta) (Eh): -0.2784 / -0.2718

Each line ends with the natural charge from an NBO analysis.
Element x y z (Å)
1 C -1.437 -1.839 -2.145  -0.6409
2 C -0.749 -0.898 -1.238  0.0077
3 C 0.272 -0.176 -1.855  -0.2225
4 C 1.002 0.790 -1.163  0.2322
5 C 0.830 0.971 0.203  0.0007
6 C -0.304 0.448 0.881  -0.0091
7 C -1.219 -0.462 0.086  0.0195
8 O -1.193 -1.569 1.013  -0.3017
9 O -0.690 -2.565 0.263  -0.0935
10 O -0.871 1.025 1.993  -0.3845
11 N -0.591 0.108 3.271  0.7084
12 O -1.383 0.371 4.137  -0.2759
13 O 0.400 -0.587 3.234  -0.2997
14 C 1.778 1.889 0.933  -0.6453
15 O 1.944 1.578 -1.712  -0.6782
16 H -1.926 -2.595 -1.533  0.2392
17 H -2.154 -1.344 -2.810  0.2118
18 H -0.668 -2.317 -2.773  0.2245
19 H 0.627 -0.421 -2.861  0.2098
20 H 0.507 -0.136 1.294  0.2991
21 H -2.270 -0.188 0.109  0.2179
22 H 1.672 1.741 2.026  0.2178
23 H 2.827 1.686 0.642  0.2360
24 H 1.603 2.956 0.691  0.2382
25 H 1.993 1.534 -2.685  0.4883

Record 3
Here is 2 unconnected molecules or ions with the total composition C8H10NOS2 from the Open Molecules 2025 dataset. Energies are from ωB97M-V with the def2-TZVPD basis set.

Calculated values
LUMO level (alpha / beta) (eV): 2.13 / 0.88
ΔE to the lowest compared entry with this formula, charge and spin (kcal per mole): 13.76
Charge: -1
Frontier orbital gap (alpha / beta) (eV): 5.3 / 2.8
Highest occupied orbital energy (alpha / beta) (Eh): -0.1182 / -0.0717

Each line ends with the natural charge from an NBO analysis.
Element x y z (Å)
1 C -1.602 -3.033 0.328  -0.3220
2 C -2.452 -1.889 0.265  -0.1996
3 C -0.213 -2.851 0.241  -0.2168
4 C -1.890 -0.614 -0.040  -0.3077
5 C 0.293 -1.580 0.044  -0.2135
6 C -0.475 -0.465 -0.070  0.1162
7 C 0.337 3.051 -0.776  -0.6020
8 C -0.463 1.958 0.028  -0.2356
9 N 0.195 0.662 -0.236  -0.5696
10 O 4.191 1.503 1.184  -0.8759
11 S 4.929 -0.813 -0.354  -0.4573
12 S 3.690 0.658 0.106  1.0256
13 H -2.094 -3.880 0.761  0.1879
14 H -3.492 -2.043 0.452  0.1861
15 H 0.467 -3.663 0.352  0.1957
16 H -2.469 0.228 -0.304  0.1906
17 H 1.449 -1.416 0.168  0.2039
18 H 0.590 3.999 -0.192  0.1778
19 H 1.165 2.633 -1.195  0.2142
20 H -0.305 3.339 -1.558  0.1848
21 H -0.329 2.329 1.142  0.1621
22 H -1.522 1.890 -0.346  0.1549

Record 4
Here is a single C8H10O3 molecule from the Open Molecules 2025 dataset. Energies are from ωB97M-V with the def2-TZVPD basis set.

Calculated values
LUMO level (eV): 0.48
ΔE to the lowest compared entry with this formula, charge and spin (kcal per mole): 110.11
Frontier orbital gap (eV): 8.1
SMILES: C/C=C/[C@H]1C2=C(O)O[C@H](O)[C@@H]21
Highest occupied orbital energy (Eh): -0.2799

Each line ends with the natural charge from an NBO analysis.
Element x y z (Å)
1 C 0.645 1.529 -0.576  -0.2978
2 C 2.362 1.003 -1.121  0.7652
3 C -1.391 0.052 -0.026  -0.1820
4 C -2.067 -1.078 -0.198  -0.1844
5 C 0.061 0.165 -0.185  -0.3366
6 C 0.855 0.980 0.815  -0.3855
7 C 2.252 0.490 1.122  0.3856
8 C -3.541 -1.223 -0.020  -0.6332
9 O 3.051 0.593 -0.117  -0.4646
10 O 2.939 1.176 -2.273  -0.6260
11 O 2.352 -0.793 1.602  -0.6803
12 H -1.905 0.960 0.257  0.2017
13 H -1.543 -1.983 -0.486  0.1817
14 H 0.522 -0.751 -0.553  0.1930
15 H 0.335 1.418 1.654  0.2365
16 H 2.773 1.131 1.844  0.1859
17 H -4.002 -1.565 -0.947  0.2119
18 H -3.756 -1.967 0.748  0.2113
19 H -3.992 -0.278 0.269  0.2100
20 H 2.301 1.512 -2.922  0.5278
21 H 1.749 -1.372 1.113  0.4798

Record 5
Here is a gas-phase ion, C8H10O3PS (charge +1) from the Open Molecules 2025 dataset. Energies are from ωB97M-V with the def2-TZVPD basis set.

Calculated values
LUMO level (eV): -7.88
ΔE to the lowest compared entry with this formula, charge and spin (kcal per mole): 60.76
Charge: +1
Frontier orbital gap (eV): 4.0
Highest occupied orbital energy (Eh): -0.4351

Each line ends with the Mulliken charge.
Element x y z (Å)
1 C -2.644 1.322 -0.813  -0.4036
2 C -3.494 0.331 -0.174  -0.4636
3 C -1.347 1.598 -0.252  -0.3994
4 C -2.935 -0.522 0.728  -0.4785
5 C -0.710 0.693 0.517  0.6849
6 C -1.459 -0.559 0.981  0.4562
7 C 0.517 0.978 1.199  -0.4413
8 C 1.842 -2.031 -1.311  -0.6131
9 O -0.815 -1.386 1.554  -0.3957
10 O 1.433 1.483 0.242  -0.1325
11 O 1.670 -0.855 -0.540  -0.0619
12 P 2.428 0.578 -0.616  -0.0377
13 S 4.018 0.551 0.929  -0.2567
14 H -2.894 2.065 -1.484  0.5029
15 H -4.487 0.179 -0.424  0.4668
16 H -0.813 2.501 -0.375  0.5285
17 H -3.524 -1.359 0.952  0.4284
18 H 0.502 1.782 2.020  0.3447
19 H 0.814 0.055 1.879  0.3474
20 H 2.981 -2.227 -1.559  0.2601
21 H 1.266 -2.037 -2.333  0.2633
22 H 1.202 -2.701 -0.705  0.2475
23 H 4.307 1.596 0.219  0.1534

Record 6
Here is a molecular structure, C8H10O5STm from the Open Molecules 2025 dataset. Energies are from ωB97M-V with the def2-TZVPD basis set.

Calculated values
LUMO level (alpha / beta) (eV): -13.56 / -13.52
ΔE to the lowest compared entry with this formula, charge and spin (kcal per mole): 0.00
Charge: +3
Frontier orbital gap (alpha / beta) (eV): 7.6 / 7.7
Multiplicity: 3
Highest occupied orbital energy (alpha / beta) (Eh): -0.7795 / -0.7793

Each line ends with the natural charge from an NBO analysis.
Element x y z (Å)
1 Tm -0.023 -1.006 -0.883  1.7851
2 C -1.138 0.344 1.625  0.4783
3 O -1.860 0.449 2.498  -0.3389
4 C -1.807 -2.306 0.273  0.4437
5 O -2.614 -2.627 1.044  -0.2580
6 C 0.638 -1.812 1.279  0.4586
7 O 0.805 -1.802 2.432  -0.2576
8 C -2.132 0.055 -0.943  0.4476
9 O -3.025 0.727 -0.619  -0.2467
10 C 0.666 -2.259 -2.823  -0.6427
11 H 0.450 -1.491 -3.579  0.2951
12 H 1.724 -2.367 -2.547  0.2943
13 C -0.253 -3.215 -2.504  -0.2711
14 H -0.011 -4.114 -1.923  0.2709
15 H -1.260 -3.250 -2.939  0.2716
16 C 0.153 3.313 0.308  -0.7881
17 S 1.580 2.214 0.113  1.2980
18 C 1.844 1.929 1.878  -0.8053
19 O 0.932 0.891 -0.414  -1.0693
20 H 0.338 3.922 1.196  0.2868
21 H -0.767 2.744 0.410  0.2352
22 H 0.077 3.959 -0.574  0.2921
23 H 1.042 2.434 2.422  0.2614
24 H 1.838 0.865 2.131  0.2487
25 H 2.803 2.400 2.140  0.3102

Record 7
Here is a single C8H11BrINO2 molecule from the Open Molecules 2025 dataset. Energies are from ωB97M-V with the def2-TZVPD basis set.

Calculated values
LUMO level (eV): -0.86
Frontier orbital gap (eV): 4.9
Highest occupied orbital energy (Eh): -0.2123

Each line ends with the natural charge from an NBO analysis.
Element x y z (Å)
1 C 2.627 -1.150 0.487  -0.3888
2 C 1.471 -1.136 -0.371  -0.0548
3 N 0.496 -0.025 -0.123  -0.4386
4 C 0.264 0.695 -1.244  0.6888
5 O 0.795 0.514 -2.564  -0.7068
6 C -0.752 1.850 -0.721  -0.4962
7 C -1.099 1.606 0.857  -0.4159
8 C -0.170 0.324 1.154  -0.0265
9 C -1.254 -0.836 1.568  -0.5139
10 C -1.779 -1.675 0.316  0.4975
11 O -2.720 -1.217 -0.387  -0.5141
12 Br -1.091 -3.464 -0.230  0.0098
13 H 3.657 -1.325 0.015  0.2521
14 H 2.467 -1.023 1.614  0.2052
15 H 1.314 -1.951 -1.154  0.2623
16 H 0.167 -0.033 -3.122  0.5340
17 H -1.649 2.056 -1.405  0.2598
18 H -0.021 2.748 -0.652  0.2621
19 H -2.232 1.493 0.860  0.2417
20 H -0.772 2.467 1.550  0.2384
21 H 0.449 0.410 2.109  0.2451
22 H -2.156 -0.371 2.112  0.2637
23 H -0.711 -1.482 2.360  0.2410
24 I 2.701 1.526 -3.028  -0.6458

Record 8
Here is a molecular structure, C8H11Cl2N3S from the Open Molecules 2025 dataset. Energies are from ωB97M-V with the def2-TZVPD basis set.

Calculated values
LUMO level (eV): 0.40
Frontier orbital gap (eV): 9.0
Highest occupied orbital energy (Eh): -0.3173

Each line ends with the natural charge from an NBO analysis.
Element x y z (Å)
1 C 2.300 -0.350 4.056  -0.6330
2 C 1.663 -0.386 2.648  0.4014
3 N 2.244 -0.010 1.448  -0.4758
4 C 1.243 -0.346 0.693  0.1362
5 N 0.148 -0.779 1.327  -0.3952
6 N 0.447 -1.035 2.660  -0.3972
7 H -0.274 -1.536 3.357  0.4722
8 S 1.579 -0.011 -0.949  0.3353
9 C 0.004 -0.723 -1.571  -0.5397
10 C -1.151 0.335 -1.895  -0.1100
11 C -0.872 0.914 -3.236  -0.0965
12 C -1.967 0.049 -2.906  -0.3983
13 H -3.231 0.583 -2.749  0.2276
14 H -2.036 -0.964 -3.569  0.2377
15 Cl -1.403 2.845 -3.238  -0.1904
16 Cl 0.156 0.529 -4.292  0.1813
17 C -1.693 1.095 -0.612  -0.5952
18 H -0.762 1.599 -0.227  0.2201
19 H -2.277 1.774 -1.007  0.2217
20 H -1.834 0.235 0.124  0.2589
21 H 0.234 -1.247 -2.476  0.2165
22 H -0.403 -1.680 -0.806  0.2686
23 H 1.791 -0.808 4.832  0.2127
24 H 2.519 0.573 4.336  0.2239
25 H 3.576 -0.656 4.051  0.2171

Record 9
Here is a molecular structure, C8H11Cl2P from the Open Molecules 2025 dataset. Energies are from ωB97M-V with the def2-TZVPD basis set.

Calculated values
LUMO level (eV): 0.14
ΔE to the lowest compared entry with this formula, charge and spin (kcal per mole): 80.67
Frontier orbital gap (eV): 8.6
Highest occupied orbital energy (Eh): -0.3125

Each line ends with the natural charge from an NBO analysis.
Element x y z (Å)
1 C -0.375 1.879 2.201  -0.2306
2 C -1.650 1.082 2.384  -0.2007
3 C 0.697 1.083 1.799  -0.5181
4 C -1.478 -0.226 2.198  -0.5334
5 C 1.037 0.107 -2.912  -0.5961
6 C 0.133 0.172 -1.696  -0.4745
7 C -0.520 -1.040 -1.114  -0.2856
8 C 0.617 -1.633 0.454  -0.4129
9 P 0.249 -0.645 2.096  0.8433
10 Cl 2.261 -1.483 -0.047  0.0092
11 Cl 0.186 -3.304 0.543  0.0030
12 H -0.215 2.974 2.143  0.2270
13 H -2.520 1.664 2.634  0.2220
14 H 1.699 1.359 1.640  0.2311
15 H -2.089 -1.018 2.297  0.2260
16 H 1.830 -0.790 -2.835  0.2059
17 H 0.375 -0.017 -3.742  0.2047
18 H 1.595 1.015 -2.911  0.2163
19 H -0.591 0.859 -1.889  0.2145
20 H 0.586 0.748 -0.907  0.2186
21 H -1.360 -0.911 -0.463  0.2156
22 H -0.467 -1.875 -1.873  0.2146

Record 10
Here is a single C8H11FN2O molecule from the Open Molecules 2025 dataset. Energies are from ωB97M-V with the def2-TZVPD basis set.

Calculated values
LUMO level (eV): 0.62
ΔE to the lowest compared entry with this formula, charge and spin (kcal per mole): 32.80
Frontier orbital gap (eV): 11.3
SMILES: CCCOC[C@@H](C#N)[C@H](F)C#N
Highest occupied orbital energy (Eh): -0.3910

Each line ends with the natural charge from an NBO analysis.
Element x y z (Å)
1 C 2.488 -1.138 0.858  -0.6033
2 C 1.883 -0.539 -0.429  -0.4394
3 C 1.498 0.906 -0.174  -0.0726
4 O 0.538 1.458 -1.047  -0.5085
5 C -0.693 0.794 -1.089  -0.0502
6 C -1.265 0.435 0.278  -0.3892
7 C -1.435 1.616 1.090  0.2743
8 N -1.634 2.528 1.787  -0.2759
9 C -2.625 -0.205 0.121  0.1396
10 F -3.093 -0.599 1.326  -0.3125
11 C -2.536 -1.380 -0.732  0.2196
12 N -2.479 -2.356 -1.364  -0.2546
13 H 3.276 -1.827 0.614  0.2160
14 H 2.926 -0.362 1.469  0.2034
15 H 1.723 -1.654 1.409  0.2049
16 H 1.047 -1.165 -0.708  0.1983
17 H 2.621 -0.630 -1.210  0.2114
18 H 1.227 1.042 0.866  0.1627
19 H 2.383 1.503 -0.316  0.2032
20 H -0.603 -0.106 -1.682  0.1908
21 H -1.391 1.458 -1.571  0.2014
22 H -0.664 -0.280 0.814  0.2640
23 H -3.348 0.469 -0.320  0.2165

Record 11
Here is 2 unconnected molecules or ions with the total composition C8H11FN2OS from the Open Molecules 2025 dataset. Energies are from ωB97M-V with the def2-TZVPD basis set.

Calculated values
LUMO level (alpha / beta) (eV): -1.04 / 0.58
ΔE to the lowest compared entry with this formula, charge and spin (kcal per mole): 77.85
Frontier orbital gap (alpha / beta) (eV): 5.6 / 8.2
Highest occupied orbital energy (alpha / beta) (Eh): -0.2423 / -0.2798

Each line ends with the natural charge from an NBO analysis.
Element x y z (Å)
1 C 2.545 0.205 -2.050  -0.4533
2 C 2.504 -0.707 -1.036  0.1490
3 C 1.538 0.923 0.095  -0.0851
4 C -2.055 1.735 0.999  0.6325
5 C 2.877 -2.178 -1.077  -0.6058
6 C -3.431 -0.183 1.602  -0.4304
7 C -1.828 -0.180 -0.392  -0.4048
8 C 1.014 1.645 1.121  0.2302
9 N 1.878 -0.349 0.066  -0.4483
10 N -2.486 0.563 0.636  -0.4710
11 O -2.156 2.690 1.688  -0.5322
12 F 0.831 3.063 1.106  -0.3309
13 S 1.949 1.698 -1.459  0.3920
14 H 2.793 -0.043 -3.070  0.2465
15 H 3.313 -2.441 -0.207  0.2230
16 H 1.906 -2.820 -1.373  0.2208
17 H 3.566 -2.251 -2.021  0.2060
18 H -4.226 -0.619 0.960  0.2050
19 H -2.804 -0.993 1.897  0.2022
20 H -3.786 0.472 2.410  0.2331
21 H -1.096 -0.971 -0.079  0.1999
22 H -2.655 -0.747 -0.925  0.1956
23 H -1.181 0.348 -0.997  0.2326
24 H 0.989 1.141 2.109  0.1935

Record 12
Here is a single C8H11N molecule from the Open Molecules 2025 dataset. Energies are from ωB97M-V with the def2-TZVPD basis set.

Calculated values
LUMO level (eV): 0.91
ΔE to the lowest compared entry with this formula, charge and spin (kcal per mole): 121.40
Frontier orbital gap (eV): 9.5
SMILES: C[C@@]12C[C@H]3[C@H]4C[C@@H]1[C@@H]2N43
Highest occupied orbital energy (Eh): -0.3168

Each line ends with the natural charge from an NBO analysis.
Element x y z (Å)
1 C -0.168 -0.391 -2.095  -0.5870
2 C -0.123 -0.237 -0.722  -0.1725
3 C 1.050 -1.043 0.000  -0.3831
4 C 0.524 -0.913 1.436  -0.1145
5 C -0.195 0.298 2.054  -0.0849
6 C 0.152 1.480 1.003  -0.4397
7 C -0.361 1.135 -0.237  -0.2438
8 C -1.227 -0.179 0.025  -0.0383
9 H 0.162 -1.560 -2.141  0.2021
10 H 0.394 0.268 -2.839  0.2243
11 H -1.078 -0.301 -2.739  0.2246
12 H 1.198 -1.963 -0.317  0.2060
13 H 2.093 -0.657 -0.234  0.2191
14 H 1.111 -1.752 1.784  0.2250
15 H -0.200 0.744 3.116  0.2396
16 H -0.294 2.482 1.200  0.2258
17 H 1.346 1.665 0.849  0.2011
18 H -1.003 1.672 -1.089  0.2311
19 H -2.276 -0.004 -0.460  0.2258
20 N -1.105 -0.742 1.405  -0.3607

| no. | energy (eV) | maximum force (Eh/bohr) |
| --- | --- | --- |
| 1 | -39794.69810 | 0.09601 |
| 2 | -22220.76874 | 0.11512 |
| 3 | -33664.43345 | 0.09460 |
| 4 | -14595.60469 | 0.09027 |
| 5 | -34713.94523 | 0.08236 |
| 6 | -59027.31923 | 0.14937 |
| 7 | -92194.30899 | 0.13717 |
| 8 | -48817.04351 | 0.23456 |
| 9 | -42804.44582 | 0.08072 |
| 10 | -16217.78714 | 0.05991 |
| 11 | -27050.14351 | 0.13346 |
| 12 | -9957.85988 | 0.15876 |